Density functional theory data (ωB97M-V/def2-TZVPD) for an isolated ion of composition C3H7N2 and charge +1.

The geometry in XYZ format:
```
12
Properties=species:S:1:pos:R:3:forces:R:3
H -1.38751 -2.36447 -2.39265 1.1 -0.9 -1.3
H 0.97545 0.52344 -0.77656 -0.4 -1.3 0.2
C 0.14905 -1.30886 -1.70398 0.2 0.8 2.2
C 0.01388 0.25375 0.86486 0.2 -2.4 -3.3
H 1.82928 1.55409 0.98126 -1.8 -0.5 0.4
H 0.15830 2.25740 1.35303 0.9 -1.0 0.8
H 1.01300 1.01916 2.40616 0.4 -0.3 3.6
N -1.08341 -1.60956 -1.81654 -1.9 -0.4 -0.2
H -0.76092 -0.18282 1.54529 0.6 -0.1 -1.1
H -1.99948 -1.28744 -1.52633 0.4 1.2 1.4
C 0.80481 1.32167 1.46760 0.5 2.5 -4.1
N 0.28754 -0.17637 -0.40215 -0.1 2.5 1.5
```
Forces are in eV/Å.

Output
orbital gap	10.08	eV
ΔE to the lowest compared entry with this formula, charge and spin	328.78	kJ/mol
net charge	+1
LUMO energy	-4.94	eV
E_HOMO	-0.55173	Ha

Density functional theory data (ωB97M-V/def2-TZVPD) for a 2-piece molecular cluster, C5H14 overall.

The geometry in XYZ format:
```
19
Properties=species:S:1:pos:R:3:forces:R:3
H -1.71942 0.79595 1.05553 -0.9 -1.4 0.0
C -1.94920 1.80097 -0.98119 1.8 1.2 -0.7
H -2.67091 2.75913 -0.95290 1.6 -2.5 0.2
H 1.12522 -2.51362 1.04995 1.2 1.2 0.1
H -1.21625 2.28168 1.08191 0.3 0.3 -0.9
H -2.41283 0.93046 -1.50991 0.2 0.8 0.7
H -0.23551 1.10411 0.36617 2.0 -0.7 -0.9
H 1.42432 -0.25507 1.79451 -0.7 0.4 4.4
C 0.19632 -1.66290 -0.62196 0.6 2.2 3.4
H 2.89852 -0.30500 0.71369 0.5 1.1 1.1
C 1.50754 -1.71998 0.33867 -4.9 0.1 0.8
H -0.74976 -1.19470 -0.06006 2.3 -0.8 -1.1
H 1.34698 0.50903 0.37288 0.3 -0.1 -0.8
C 1.83545 -0.30306 0.89252 1.1 -2.2 -4.0
C -1.20783 1.42605 0.36905 -3.4 2.7 0.9
H -0.06124 -2.68603 -0.75815 -0.2 -0.5 -1.6
H -1.02853 2.09488 -1.64030 -1.9 -0.2 0.7
H 0.63149 -0.92449 -1.29964 -1.2 -0.7 -1.3
H 2.28564 -2.13740 -0.21079 1.4 -0.6 -1.0
```
Forces are in eV/Å.

Output
orbital gap	11.40	eV
ΔE to the lowest compared entry with this formula, charge and spin	239.33	kJ/mol
net charge	0
structure (SMILES)	CCC.CC
LUMO energy	1.10	eV
E_HOMO	-0.37841	Ha

Density functional theory data (ωB97M-V/def2-TZVPD) for one molecule with the formula C9H13N3S.

The geometry in XYZ format:
```
26
Properties=species:S:1:pos:R:3:forces:R:3
H -4.49549 0.34121 0.09700 0.9 0.3 0.2
C 2.68567 1.12144 -0.81399 2.0 0.3 -0.5
H -1.79767 1.85663 -0.28129 -0.6 0.0 -0.1
S -1.03575 -2.61266 -0.96082 0.0 0.8 0.9
H 0.65567 1.34662 -0.20388 0.6 -0.8 0.2
H 0.39123 -2.03899 1.18218 0.4 0.3 0.1
C 3.89253 -0.84666 -0.05296 0.2 0.8 -0.2
H 4.84213 0.66355 -1.20868 -0.4 0.2 -0.2
C -3.40105 0.49288 0.26920 -0.5 -1.5 -1.3
H 4.82864 -1.42814 -0.04943 -0.7 0.1 0.3
H -3.24324 0.55609 1.32465 0.0 -0.3 0.8
H -3.19702 -1.24472 -1.07436 -0.4 0.2 0.2
N -0.79943 -0.54435 0.82402 -0.2 -0.2 0.0
H 2.72674 2.06374 -1.44166 -0.4 -1.2 1.0
C 3.90170 0.36154 -0.75165 -1.2 -0.1 0.2
C 1.57203 -0.52703 0.57952 0.2 1.4 -1.2
H 2.80357 -2.13682 1.20292 -0.2 -0.9 0.5
H -1.27066 -0.04525 1.56699 -0.1 0.0 -0.2
N 0.44790 -1.01695 1.23553 -1.0 -1.2 0.5
N -2.78523 -0.78385 -0.27544 -1.5 1.4 0.3
C 2.74169 -1.25221 0.62777 0.9 0.3 -0.5
H -3.36119 2.64207 0.13608 0.3 -0.5 -0.1
C -1.57998 -1.27417 -0.05509 1.8 -0.1 -0.4
H -3.17853 1.83615 -1.37786 -0.2 0.0 -1.5
C 1.55571 0.70183 -0.13003 -0.4 0.2 -0.3
C -2.89998 1.76805 -0.36875 0.7 0.6 1.4
```
Forces are in eV/Å.

Output
orbital gap	8.71	eV
ΔE to the lowest compared entry with this formula, charge and spin	90.29	kJ/mol
net charge	0
structure (SMILES)	CCNC(=S)NNc1ccccc1
LUMO energy	0.60	eV
E_HOMO	-0.29798	Ha

Density functional theory data (ωB97M-V/def2-TZVPD) for a 6-piece molecular cluster, C5H21NO7 overall.

The geometry in XYZ format:
```
34
Properties=species:S:1:pos:R:3:forces:R:3
H 1.59726 2.99562 -1.64551 -0.3 0.3 0.1
H -0.20597 1.87396 -0.26634 -0.1 -0.3 0.0
O 0.52483 -1.66735 -1.71865 -0.1 -0.4 -0.1
H -2.32569 -2.47645 -0.91350 0.3 -0.1 0.0
H 2.32044 -1.74386 -0.05308 -0.4 -0.3 0.2
C 1.71481 2.72948 -0.59224 0.3 -0.7 -1.0
H 2.24604 0.64606 1.13634 0.0 -0.2 -0.6
O -2.70383 -2.34714 -0.04269 -0.7 0.3 0.2
H 1.94254 0.26732 -1.54172 0.0 0.2 -0.1
H 1.52327 3.57889 0.05087 0.1 0.1 0.1
H 0.35887 -0.32911 2.25199 0.0 -0.2 0.4
H -2.39025 3.31105 -0.49146 -0.6 0.4 -0.2
C 0.18308 -0.59231 -1.26778 0.5 1.3 0.0
C 0.82552 1.53111 -0.28743 0.6 0.8 0.5
H 0.38814 -3.08618 -0.40775 -0.3 0.3 0.3
C 1.04752 1.98189 2.23706 0.1 -0.8 -0.6
H 2.75469 2.38826 -0.53360 0.1 0.3 0.4
O 2.98206 -1.97841 0.60251 0.9 0.4 -0.1
H -1.99361 -2.48598 0.59331 0.4 0.0 -0.3
O -3.72153 0.51262 0.07541 0.0 0.1 -0.1
H -2.95777 0.83765 -0.42251 -0.2 0.0 0.4
O -2.12760 2.52945 -0.96387 1.0 -0.8 -0.1
H -0.76336 -0.34425 -0.77286 -0.3 -0.5 -0.2
N 0.98393 0.52240 -1.32358 -0.1 -0.8 0.3
O 0.34028 -0.13844 1.31928 0.0 0.2 -0.6
H -0.37689 -4.13613 0.37704 0.0 0.0 0.2
H 0.09384 2.49247 2.12460 0.2 0.5 0.3
H -3.56708 -0.42708 0.21433 0.1 -0.3 -0.1
H 1.08241 1.44918 3.18683 -0.4 -0.3 0.0
C 1.20153 0.98038 1.07678 -0.2 -0.3 1.5
H -2.59919 2.38826 -1.78456 -0.4 0.6 0.0
H 2.58939 -2.53396 1.27502 -0.5 -0.1 -0.1
O -0.04875 -3.23297 0.45332 0.3 -0.5 -0.2
H 1.94004 2.58292 2.30799 -0.1 0.9 -0.3
```
Forces are in eV/Å.

Output
orbital gap	10.47	eV
ΔE to the lowest compared entry with this formula, charge and spin	82.98	kJ/mol
net charge	0
structure (SMILES)	C[C@@H](O)[C@@H](C)NC=O.O.O.O.O.O
LUMO energy	0.43	eV
E_HOMO	-0.36886	Ha

Look up the E_HOMO of the fourth one. -0.36886 Ha

What is the LUMO energy in the third record? 0.60 eV

Look up the net charge of the third one. 0